{"formula": "C78H167N9O10", "method": "wB97M-V/def2-TZVPD", "elements": ["C", "C", "C", "C", "C", "C", "N", "O", "C", "C", "C", "H", "H", "H", "H", "H", "H", "H", "H", "H", "H", "H", "H", "H", "H", "H", "H", "H", "H", "H", "C", "C", "C", "C", "C", "C", "N", "O", "C", "C", "C", "H", "H", "H", "H", "H", "H", "H", "H", "H", "H", "H", "H", "H", "H", "H", "H", "H", "H", "H", "C", "C", "C", "C", "C", "C", "N", "O", "C", "C", "C", "H", "H", "H", "H", "H", "H", "H", "H", "H", "H", "H", "H", "H", "H", "H", "H", "H", "H", "H", "C", "C", "C", "C", "C", "C", "N", "O", "C", "C", "C", "H", "H", "H", "H", "H", "H", "H", "H", "H", "H", "H", "H", "H", "H", "H", "H", "H", "H", "H", "C", "C", "C", "C", "C", "C", "N", "O", "C", "C", "C", "H", "H", "H", "H", "H", "H", "H", "H", "H", "H", "H", "H", "H", "H", "H", "H", "H", "H", "H", "C", "C", "C", "C", "C", "C", "N", "O", "C", "C", "C", "H", "H", "H", "H", "H", "H", "H", "H", "H", "H", "H", "H", "H", "H", "H", "H", "H", "H", "H", "C", "C", "C", "C", "C", "C", "N", "O", "C", "C", "C", "H", "H", "H", "H", "H", "H", "H", "H", "H", "H", "H", "H", "H", "H", "H", "H", "H", "H", "H", "C", "C", "C", "C", "C", "C", "N", "O", "C", "C", "C", "H", "H", "H", "H", "H", "H", "H", "H", "H", "H", "H", "H", "H", "H", "H", "H", "H", "H", "H", "C", "O", "C", "C", "N", "C", "C", "O", "C", "H", "H", "H", "H", "H", "H", "H", "H", "H", "H", "H", "H", "H", "H", "H"], "xyz": [[-3.41587, 5.75233, 4.10753], [-2.34485, 5.29296, 3.07218], [-1.07696, 6.12442, 3.19918], [-0.32784, 5.91245, 4.49959], [0.14069, 4.46242, 4.55484], [-1.07350, 3.48306, 4.39790], [-1.97807, 3.83474, 3.19143], [-3.19987, 3.09865, 3.18123], [-0.40577, 2.12073, 4.06351], [-1.92432, 3.41380, 5.65488], [-2.94939, 5.48453, 1.66074], [-3.12852, 6.01251, 5.14148], [-4.20773, 5.01794, 4.16713], [-3.81689, 6.66049, 3.76973], [-0.33605, 5.76252, 2.44943], [-1.38716, 7.16912, 3.03476], [-0.97265, 6.22722, 5.34536], [0.56947, 6.55034, 4.48338], [0.62148, 4.27933, 5.52571], [0.78088, 4.28435, 3.71085], [0.12428, 1.68629, 4.93498], [-1.17686, 1.43586, 3.70054], [0.34998, 2.23182, 3.26149], [-1.61884, 2.51719, 6.23043], [-1.80337, 4.29765, 6.31750], [-2.92824, 3.32196, 5.28998], [-2.18833, 5.11826, 0.95337], [-3.23358, 6.50039, 1.44074], [-3.84854, 4.91640, 1.50246], [-3.08511, 2.75297, 2.28285], [-2.98445, 4.69413, -6.43535], [-2.55029, 4.24906, -5.06448], [-1.10794, 4.76306, -4.85143], [-0.67475, 4.69211, -3.40818], [-1.56326, 5.52535, -2.40833], [-3.05320, 5.04145, -2.51230], [-3.47073, 4.92353, -3.99182], [-4.72405, 4.28683, -4.06284], [-3.21293, 3.73815, -1.79978], [-3.96875, 6.08008, -1.90386], [-2.65599, 2.72929, -5.05794], [-2.44187, 4.19673, -7.22778], [-2.88365, 5.76965, -6.47776], [-4.02885, 4.40087, -6.55502], [-0.46942, 4.15896, -5.49977], [-1.11494, 5.77637, -5.26748], [0.35988, 5.03895, -3.30834], [-0.54745, 3.66372, -3.10676], [-1.50037, 6.62475, -2.55891], [-1.16098, 5.36115, -1.42165], [-2.49191, 2.98197, -2.06731], [-3.02312, 3.88649, -0.76244], [-4.20544, 3.38078, -2.06910], [-3.80427, 7.03078, -2.40365], [-4.96142, 5.65765, -2.05583], [-3.82165, 6.31889, -0.84800], [-1.90100, 2.31868, -4.35319], [-2.48854, 2.28717, -6.02912], [-3.67253, 2.50075, -4.74745], [-5.25161, 5.00065, -4.43819], [4.73610, 2.47043, -5.05670], [3.55596, 1.50084, -5.06482], [2.27778, 2.27295, -4.75976], [1.02193, 1.53603, -5.09383], [1.00913, 1.09572, -6.51997], [2.23112, 0.24435, -6.89783], [3.49082, 0.94774, -6.50472], [4.67233, 0.21773, -6.76952], [2.17689, -1.22148, -6.27942], [2.30198, 0.08434, -8.39947], [3.93831, 0.37229, -4.06774], [5.65464, 1.99655, -5.31654], [4.90824, 2.90176, -4.06453], [4.64129, 3.29964, -5.77322], [2.30830, 2.55297, -3.71884], [2.36451, 3.23091, -5.33055], [0.12159, 2.15562, -4.95611], [0.93400, 0.70239, -4.37797], [1.00031, 1.99212, -7.19708], [0.15357, 0.42914, -6.74617], [3.14667, -1.70604, -6.44580], [1.81617, -1.26433, -5.27716], [1.42142, -1.81707, -6.85062], [2.22375, 1.06233, -8.85258], [3.26204, -0.34376, -8.64136], [1.52836, -0.52655, -8.87354], [4.54945, 0.74955, -3.22545], [4.56971, -0.39714, -4.52859], [3.07387, -0.14959, -3.58558], [5.08901, 0.75155, -7.44855], [-7.53417, -2.66038, -0.08228], [-7.01664, -4.08728, 0.06352], [-5.57468, -3.98566, 0.55563], [-5.03794, -5.27478, 1.13326], [-5.92011, -5.76923, 2.28274], [-7.36332, -5.94659, 1.84505], [-7.84939, -4.68911, 1.20081], [-9.18789, -5.01578, 0.65033], [-7.57661, -7.19609, 0.92279], [-8.18267, -6.14741, 3.13331], [-7.17543, -4.82254, -1.25911], [-8.55648, -2.72776, -0.49969], [-6.82687, -2.13476, -0.74282], [-7.47425, -2.11533, 0.84603], [-4.96391, -3.62628, -0.30898], [-5.56041, -3.12505, 1.27503], [-3.98411, -5.10595, 1.38837], [-4.85954, -6.00351, 0.33070], [-5.85085, -5.01433, 3.08159], [-5.52604, -6.64889, 2.73409], [-6.74121, -7.31889, 0.23141], [-7.77530, -8.07846, 1.49322], [-8.51118, -7.01175, 0.40926], [-7.86492, -7.10355, 3.60666], [-8.03272, -5.32027, 3.83279], [-9.24465, -6.31467, 2.92208], [-8.22496, -5.10048, -1.32208], [-6.43667, -5.65836, -1.33428], [-6.87701, -4.18144, -2.09060], [-9.79370, -4.47116, 1.15212], [-2.13485, -3.66685, 5.62906], [-1.49298, -2.93147, 4.41166], [-1.03463, -1.57147, 4.82914], [0.06557, -1.61334, 5.80287], [1.27351, -2.37658, 5.27160], [0.84956, -3.82123, 4.83495], [-0.31543, -3.68468, 3.92925], [-0.76382, -5.02070, 3.63672], [1.96174, -4.37761, 3.94261], [0.60814, -4.73723, 6.00794], [-2.47147, -2.70830, 3.24052], [-3.15101, -3.32913, 5.82837], [-1.54937, -3.36829, 6.51619], [-2.07937, -4.74840, 5.43250], [-0.77814, -1.04499, 3.91949], [-1.88638, -1.02423, 5.28045], [-0.29889, -2.02739, 6.71520], [0.38366, -0.59613, 6.00704], [2.04561, -2.29712, 6.08140], [1.67688, -1.83662, 4.40342], [2.94553, -4.50906, 4.38778], [1.58195, -5.39207, 3.77578], [2.05224, -3.78064, 3.05125], [1.51338, -5.24839, 6.30668], [0.21933, -4.26153, 6.88696], [-0.11109, -5.47868, 5.69458], [-1.90130, -2.36275, 2.37752], [-3.20384, -1.98462, 3.55472], [-2.84605, -3.71836, 2.93406], [-1.05023, -4.99942, 2.69707], [-3.00714, -1.52645, -1.09803], [-1.80498, -0.53311, -1.01640], [-2.08322, 0.55318, -0.02711], [-0.83960, 1.30688, 0.30603], [0.21374, 0.45189, 0.97775], [0.57626, -0.77794, 0.08388], [-0.65619, -1.35615, -0.56725], [-0.38624, -2.27518, -1.57851], [1.55272, -0.32883, -0.99048], [1.12703, -1.90113, 0.97701], [-1.49084, 0.08219, -2.44225], [-2.81787, -2.18307, -1.90953], [-3.94141, -1.01021, -1.23000], [-2.95395, -2.11980, -0.19478], [-2.82636, 1.17637, -0.49443], [-2.54124, 0.03800, 0.82024], [-1.08450, 2.20579, 0.88602], [-0.38351, 1.61607, -0.64422], [-0.05271, 0.05482, 1.95022], [1.10587, 1.05868, 1.14284], [1.17838, 0.53351, -1.51924], [2.48393, -0.02619, -0.51583], [1.79802, -1.17167, -1.63862], [0.44416, -2.07433, 1.80368], [1.28621, -2.77282, 0.30100], [2.13014, -1.67302, 1.38871], [-2.41777, 0.42494, -2.90318], [-1.00536, -0.67608, -3.03914], [-0.83843, 0.92974, -2.25595], [-0.89328, -3.05774, -1.30971], [5.14145, 5.63586, -1.88394], [3.69294, 5.67255, -1.46336], [2.87466, 4.46424, -1.77513], [3.35167, 3.22250, -1.06209], [3.34727, 3.34975, 0.38609], [3.87317, 4.63606, 0.95977], [3.55311, 5.83515, 0.08511], [4.08754, 7.02411, 0.57086], [3.16495, 4.84816, 2.25256], [5.38299, 4.53651, 1.17926], [3.03348, 6.91876, -2.09091], [5.65847, 6.53793, -1.51974], [5.12887, 5.64469, -2.97721], [5.67546, 4.74995, -1.51954], [1.80158, 4.68039, -1.57418], [3.01870, 4.28397, -2.84867], [4.31350, 2.86873, -1.45967], [2.54447, 2.46772, -1.20644], [3.93604, 2.64310, 0.99141], [2.29298, 3.20615, 0.68737], [2.12418, 5.03061, 2.04676], [3.23003, 3.96388, 2.87612], [3.56863, 5.74567, 2.76911], [5.86554, 5.50041, 1.42546], [5.62420, 3.90924, 2.05286], [5.87288, 4.07611, 0.31704], [3.48010, 7.80927, -1.64492], [1.95268, 6.89541, -1.79730], [3.17412, 6.89177, -3.15121], [5.04931, 6.94246, 0.48646], [6.50208, 0.65125, -0.10880], [6.29092, -0.67038, 0.63008], [7.64961, -1.34548, 0.57750], [7.80658, -2.40000, 1.61761], [7.48998, -1.91614, 3.00539], [6.10919, -1.34523, 3.10947], [5.98732, -0.32240, 2.03023], [4.82068, 0.43314, 2.13957], [5.07330, -2.49498, 3.00697], [6.02707, -0.65628, 4.45583], [5.20031, -1.44104, -0.09378], [5.53666, 1.16150, -0.04261], [6.75773, 0.44565, -1.14618], [7.25311, 1.27260, 0.38416], [7.80256, -1.80331, -0.40132], [8.40695, -0.54492, 0.72548], [8.82221, -2.79664, 1.58573], [7.25670, -3.30105, 1.37817], [8.17442, -1.13284, 3.30813], [7.58917, -2.71725, 3.75170], [4.08810, -2.16122, 2.66596], [5.29533, -3.32181, 2.33791], [5.06204, -3.09551, 3.92031], [6.21154, -1.39998, 5.22310], [6.88321, 0.02024, 4.51650], [5.09295, -0.09583, 4.51984], [5.27080, -1.39775, -1.18554], [4.24541, -0.93168, 0.15473], [5.20569, -2.48695, 0.22266], [4.08003, -0.16959, 1.97803], [2.38993, -5.67939, 0.11141], [1.40482, -6.27953, -0.65284], [0.68585, -7.20019, 0.21985], [-0.41307, -7.94054, -0.62023], [-1.30377, -7.14966, -1.48523], [-2.38028, -6.49533, -0.79926], [-3.04322, -5.59404, -1.87230], [-2.04171, -4.70705, -2.29497], [-2.45318, -4.05195, -3.50592], [3.00645, -5.05027, -0.49580], [3.02923, -6.40858, 0.66879], [1.91675, -5.03834, 0.89296], [0.28293, -6.55580, 1.00333], [1.36709, -7.96991, 0.61704], [-0.95288, -8.61002, 0.04904], [0.16754, -8.60314, -1.30325], [-0.73678, -6.42582, -1.95718], [-2.08121, -5.83349, 0.02198], [-3.10080, -7.20326, -0.40785], [-3.81323, -4.97604, -1.43976], [-3.46121, -6.26059, -2.66907], [-2.35459, -4.76915, -4.35638], [-1.84232, -3.16577, -3.64567], [-3.49771, -3.79636, -3.36504]], "forces_ev_per_angstrom": [[0.70, -0.72, 0.57], [-0.62, -0.45, 0.65], [0.42, -0.37, -0.47], [0.04, 0.61, 0.24], [-2.19, 0.46, 0.27], [0.49, -0.37, -0.68], [1.72, 1.77, 0.47], [0.80, -0.46, -0.41], [-0.23, 0.10, -0.17], [0.89, -0.21, 0.69], [0.99, -0.65, 0.24], [0.49, -0.59, -0.43], [-0.23, -0.11, -0.05], [-0.82, 1.30, -0.79], [-0.70, 0.63, -0.22], [0.49, -0.25, -0.07], [0.55, -0.35, -0.17], [-0.32, 0.03, 0.21], [0.07, -0.33, -0.43], [0.68, -0.03, -0.12], [-0.44, 0.25, -0.31], [0.13, -0.21, 0.19], [-0.47, 0.07, 0.29], [-0.44, 0.46, -0.12], [-0.20, -0.47, -0.51], [-0.69, -0.19, 0.58], [-0.27, 0.32, -0.02], [0.28, 0.57, 0.07], [-0.40, -0.49, 0.15], [-0.65, -0.37, 0.37], [-1.13, 0.36, 0.43], [0.24, 0.17, 1.05], [-1.12, -0.09, -0.13], [0.68, 1.45, 0.59], [-0.32, -0.75, -1.80], [1.64, 0.38, -0.88], [2.14, 0.24, -0.53], [-0.53, 0.36, -0.05], [-0.20, -0.56, -0.56], [-0.23, 0.07, -0.20], [0.53, -0.01, 1.47], [0.41, 0.02, -0.06], [-0.13, 0.33, -0.43], [-0.12, 0.21, -0.22], [0.14, 0.04, 0.04], [0.36, 0.09, 0.39], [-0.04, 0.31, -0.18], [-0.55, -0.58, 0.34], [0.05, -0.66, -0.40], [-0.19, -0.21, 0.60], [0.33, -0.25, -0.60], [-0.49, 0.11, 1.05], [-0.09, -0.33, 0.66], [-0.41, 0.05, -0.40], [-0.36, 0.65, 0.18], [0.19, -0.63, 0.03], [-0.74, -0.10, -0.28], [0.16, 0.01, -0.33], [0.08, -0.45, 0.10], [-0.31, -0.27, 0.06], [-0.15, 0.96, -0.02], [1.24, -1.15, -1.06], [0.76, 0.88, -0.67], [-0.97, -0.07, 0.74], [0.54, -0.60, -1.05], [0.81, -1.67, 0.66], [-1.21, 1.81, 1.24], [-0.44, -0.40, 0.04], [-0.76, 0.42, -1.88], [-0.09, 0.17, -0.43], [-0.57, -0.46, 0.97], [0.66, -0.70, -0.14], [-0.28, -0.02, 0.00], [-0.37, -0.18, 0.15], [-0.06, 0.03, 0.48], [-0.28, -0.58, 0.24], [0.40, -0.08, 0.32], [-0.15, -0.03, -0.36], [-0.16, -0.71, 0.52], [0.11, 0.62, 0.05], [-0.23, 0.13, 0.41], [0.25, 0.11, 0.97], [0.55, 0.44, 0.21], [0.19, 0.39, -0.25], [0.27, -0.20, -0.31], [-0.06, -0.10, 0.48], [-0.36, 0.16, -0.32], [-0.28, 0.27, -0.17], [0.47, 0.44, -0.55], [0.14, 0.01, -0.12], [0.08, -0.34, -0.92], [-0.64, 0.09, 1.15], [-0.04, 0.96, -0.33], [0.96, 0.00, -0.33], [0.66, 1.46, -0.70], [-0.74, -0.72, 0.08], [-0.28, -0.25, -0.62], [1.21, 0.34, 0.19], [0.10, 1.36, 0.22], [-0.04, -0.93, -0.06], [1.16, -0.43, 0.12], [0.50, 0.58, 0.19], [-0.54, -0.07, -0.26], [-0.41, -0.03, 0.49], [-0.35, -0.32, 0.54], [0.24, -0.91, -0.16], [-0.18, 0.10, 0.73], [-0.80, -0.16, 0.08], [-0.25, 0.01, -0.20], [0.13, -1.04, 0.15], [-0.22, -0.20, 0.01], [0.40, -0.66, 0.51], [0.07, -0.07, -0.51], [0.06, 0.67, -0.11], [-0.15, -0.10, -0.12], [0.10, 0.37, -0.03], [0.23, -0.39, -0.48], [-1.01, 0.16, 0.18], [-0.31, 0.27, 0.03], [0.03, 0.31, 0.29], [0.40, 0.50, -0.30], [-0.69, -0.66, 0.52], [-1.11, 0.72, -0.16], [1.40, 0.80, -0.26], [-0.45, 0.03, 0.52], [1.47, 1.63, 0.00], [-0.33, 0.25, -0.41], [-0.22, -0.05, -0.92], [-0.67, -1.24, 0.55], [0.06, -0.51, 0.09], [1.06, -2.08, 0.00], [-0.17, -0.13, -0.27], [-0.49, -0.65, -0.34], [-0.34, 0.49, 0.42], [0.37, 0.42, -0.23], [0.18, -0.25, -0.33], [0.02, -0.28, 0.87], [0.05, 0.27, 0.30], [-0.36, -0.83, -0.82], [-0.08, -0.15, 0.03], [-0.06, 0.36, 0.47], [0.47, 0.03, -0.85], [-0.05, 0.00, -0.49], [0.35, -0.11, -0.03], [-0.17, 0.40, 0.37], [-0.03, -0.43, 0.14], [-0.01, 0.38, -0.03], [-0.62, -0.03, -0.17], [-0.50, 1.01, 0.31], [0.50, 0.16, 0.82], [1.44, 0.99, 0.40], [0.54, -0.77, -1.75], [-0.34, -0.87, 0.12], [0.34, 0.66, 0.27], [-0.09, -0.85, -0.54], [-0.49, 0.16, -0.37], [-0.98, 1.00, 1.78], [0.67, -0.74, -0.11], [0.68, -0.59, 0.58], [0.86, 0.04, -1.17], [-0.71, -0.29, 1.54], [-0.18, -0.54, -0.81], [-0.47, 0.16, 0.04], [-0.44, -0.08, 0.41], [-0.45, 0.50, 0.02], [0.03, 0.37, 0.48], [0.28, -0.03, -0.01], [-0.16, 0.48, 0.30], [-0.53, 0.16, 0.29], [0.21, -0.14, -0.08], [-0.12, 0.08, -0.50], [0.18, 0.13, 0.06], [-0.15, 0.23, -0.30], [-0.04, -0.44, -0.06], [-0.32, 0.22, 0.79], [-0.39, 0.18, -0.11], [0.05, 0.02, -0.12], [0.10, 0.02, -0.30], [0.10, 0.11, -0.59], [0.30, -0.10, -0.20], [0.18, -0.28, -0.22], [-0.28, 1.66, 2.68], [0.12, -0.26, -0.79], [-0.69, -1.49, -1.46], [-0.42, 0.23, 2.29], [0.75, 1.95, -0.73], [-1.28, -1.39, -1.44], [0.37, -0.08, -0.04], [0.21, 1.17, 1.00], [0.66, -0.26, 0.51], [-0.65, -0.54, 1.73], [-0.08, -0.27, -0.24], [0.47, 0.00, 0.01], [-0.11, 0.25, -0.28], [0.67, -0.20, -0.04], [-0.44, 0.08, 0.02], [-0.29, -0.01, -0.10], [0.98, -0.08, -0.72], [-0.32, -0.62, -0.73], [0.29, 0.31, 0.26], [-0.50, 0.15, -0.08], [0.21, -0.12, 0.30], [-0.25, -0.64, -0.06], [-0.25, -0.30, -0.31], [-0.25, -0.01, -0.27], [0.09, 0.15, 0.17], [-0.05, 0.02, -0.28], [0.80, 0.20, -0.49], [-0.10, 0.13, -0.71], [0.16, 0.20, 0.08], [-1.04, 0.22, 0.33], [0.71, 0.84, -0.58], [0.29, 0.28, 0.18], [1.10, -1.15, 0.33], [0.41, -0.44, 0.13], [-0.74, -0.32, -0.87], [1.00, -0.40, 0.53], [-0.38, 0.00, 0.06], [0.00, -0.41, -0.05], [0.18, 0.42, -0.51], [-0.67, 0.04, 0.42], [0.18, 0.37, -0.40], [0.07, 0.16, -0.08], [-0.02, -0.13, -0.10], [-0.02, 0.28, -0.16], [-0.25, -0.58, -0.07], [0.31, 0.22, 0.10], [-0.68, -0.11, -0.11], [0.40, 0.20, -0.08], [0.00, 0.05, -0.20], [-0.12, 0.01, 0.65], [0.57, 0.36, -0.78], [-0.58, 0.69, 0.48], [-0.55, -0.07, 0.33], [-0.28, 0.31, -0.01], [0.11, -0.19, 0.55], [0.27, 0.03, 0.18], [0.27, -0.69, -0.20], [-0.35, 0.07, -0.08], [-0.26, -0.01, 0.00], [0.19, 0.42, 1.68], [-0.66, -1.65, 0.28], [-0.76, 0.55, -1.66], [1.45, 0.02, -0.72], [1.26, -0.25, 0.67], [-0.51, 1.16, -1.00], [0.16, -1.14, 1.01], [0.34, 0.44, -1.09], [0.24, -1.11, 0.16], [0.36, 0.29, -0.54], [-0.30, 0.29, -0.51], [0.31, -0.21, -0.28], [-0.17, -0.33, 0.42], [-0.11, 0.35, 0.09], [-0.32, 0.14, -0.01], [-0.36, 0.32, 0.40], [-0.39, -0.61, 0.33], [0.20, 0.04, 0.24], [-0.13, -0.30, 0.03], [-0.78, -0.04, 0.16], [0.46, 0.68, 0.25], [-0.05, 0.62, 0.45], [0.07, -0.02, -0.08], [-0.30, 0.37, -0.38]], "mulliken_charge": [-1.96, 1.98, -0.97, -0.79, -0.89, 2.11, 0.94, -0.63, -1.56, -1.76, -2.66, 0.27, 0.40, 0.55, -0.07, 0.48, 0.37, 0.47, 0.45, -0.14, 0.45, 0.50, -0.42, 0.50, 0.23, 0.35, 0.21, 0.64, 0.59, 0.37, -1.93, 1.91, -1.86, 1.71, -1.77, 2.49, -0.09, -0.50, -1.08, -1.70, -1.15, 0.34, 0.49, 0.47, 0.06, 0.60, 0.24, -0.99, 0.48, 0.25, -0.06, -0.13, 0.58, 0.46, 0.51, -0.03, -0.33, 0.58, 0.33, 0.40, -2.23, 1.93, -0.45, 2.03, -1.88, 1.93, 0.09, -0.46, -1.61, -2.03, -1.01, 0.62, 0.16, 0.46, -1.08, 0.69, -0.80, -0.68, 0.19, 0.51, 0.35, 0.19, 0.44, 0.43, 0.50, 0.36, 0.30, 0.38, -0.09, 0.39, -1.85, 1.96, -0.50, 1.09, -1.71, 2.06, -0.06, -0.53, -1.74, -1.95, -1.70, 0.45, 0.26, 0.47, -0.56, 0.38, -0.45, -0.18, 0.37, 0.50, 0.19, 0.50, 0.40, 0.39, 0.39, 0.45, 0.42, 0.19, 0.44, 0.35, -1.95, 2.47, -0.46, -1.52, -0.57, 1.75, 1.11, -0.62, -1.22, -1.75, -1.53, 0.52, 0.24, 0.20, -0.66, 0.65, 0.51, 0.49, 0.41, -0.16, 0.29, 0.59, -0.51, 0.45, 0.35, 0.32, -0.35, 0.79, 0.04, 0.09, -2.62, 2.17, -1.37, 0.54, -0.18, 2.67, 1.54, -0.76, -0.81, -0.57, -0.82, 0.19, 0.70, 0.40, 0.32, 0.55, 0.18, -1.07, -0.37, -0.34, -0.37, -0.38, 0.70, -0.67, 0.51, -0.62, 0.64, 0.31, -0.73, 0.25, -1.80, 1.59, -0.09, 1.42, 0.25, 2.35, 0.19, -0.51, -2.85, -1.61, -1.91, 0.41, 0.47, 0.20, -0.51, 0.49, 0.16, -0.99, -0.11, -0.99, 0.39, 0.37, 0.44, 0.49, 0.46, 0.15, 0.52, 0.27, 0.38, 0.38, -2.01, 2.09, -1.10, -0.77, -1.28, 2.02, -0.06, -0.06, -1.63, -2.22, -1.49, -0.04, 0.48, 0.58, 0.37, 0.39, 0.47, 0.34, 0.41, 0.38, 0.03, 0.36, 0.52, 0.44, 0.49, 0.28, 0.49, -0.05, 0.34, 0.09, -0.38, -0.40, 0.30, -1.26, -0.40, -0.33, 0.18, -0.05, -0.89, 0.31, 0.34, -0.03, -0.23, 0.43, 0.43, 0.41, 0.38, -0.21, 0.70, -0.23, 0.33, 0.29, 0.04, 0.41], "fmax_ev_per_a": 3.16, "e_above_lowest_kj_mol": 14.40, "smiles": "CC1(C)CCCC(C)(C)N1O.CC1(C)CCCC(C)(C)N1O.CC1(C)CCCC(C)(C)N1O.CC1(C)CCCC(C)(C)N1O.CC1(C)CCCC(C)(C)N1O.CC1(C)CCCC(C)(C)N1O.CC1(C)CCCC(C)(C)N1O.CC1(C)CCCC(C)(C)N1O.COCCNCCOC", "homo_lumo_gap_ev": 8.7, "energy_ev": -117469.1243, "homo_ha": -0.2993}